Here is a molecular structure, C14H35Cl2N2PPrS from the OMol25 dataset. Energies are from ωB97M-V with the def2-TZVPD basis set.

Summary:
LUMO energy (spin up / spin down)	2.42 / 2.42	eV
Kohn-Sham gap (spin up / spin down)	5.1 / 5.2	eV
HOMO energy (spin up / spin down)	-2.643 / -2.732	eV
expectation value of S²	2.01

```
! wB97M-V def2-TZVPD RIJCOSX def2/J DEFGRID3
* xyz -1 3
Pr -0.06034 0.03185 0.08834
Cl -1.71199 2.22170 0.02910
Cl 1.57056 -2.24677 0.28429
H -2.02382 -0.91287 0.36889
H 1.64721 1.39647 0.25490
P -0.08273 0.09520 -2.69738
C 0.19974 1.88836 -3.01247
C 1.11831 -1.06672 -3.42234
C -1.92092 -0.26488 -2.75443
C 1.22061 2.64576 -2.13043
H -0.77577 2.36794 -2.82184
C 0.59323 1.91789 -4.48241
H 1.64282 1.62142 -4.57757
H 0.47738 2.92391 -4.90058
H 0.00537 1.23672 -5.10730
H 0.76296 2.97451 -1.19105
H 1.56869 3.55395 -2.65379
H 2.11047 2.04516 -1.90462
H -2.35562 0.57981 -2.17876
C -2.42427 -1.57884 -2.09420
C -2.22391 -0.19493 -4.25026
H -2.15103 0.83049 -4.63490
H -3.22534 -0.57445 -4.48942
H -1.50589 -0.81140 -4.81258
H -1.73878 -2.01289 -1.34727
H -2.59898 -2.35986 -2.85638
H -3.37726 -1.38503 -1.57454
C 2.51923 -0.74993 -2.84395
H 1.12127 -0.88782 -4.50808
C 0.71981 -2.52696 -3.15799
H 2.95520 0.16101 -3.26793
H 3.20094 -1.58534 -3.05820
H 2.52005 -0.65144 -1.74580
H 0.70800 -2.74149 -2.07988
H 1.48231 -3.18630 -3.59945
H -0.25083 -2.79674 -3.58484
C -2.37732 0.16335 3.81970
N -1.22090 0.09112 4.72441
C -1.49453 0.09692 6.13857
C 0.00692 0.00783 4.16783
S 0.00621 0.02576 2.53449
N 1.21503 -0.08675 4.73372
C 1.57104 -0.10051 6.13171
C 2.36132 -0.15776 3.82851
H -3.25069 0.20730 4.45068
H -2.42052 -0.71273 3.14602
H -2.32388 1.04710 3.15801
H -1.18721 -0.80816 6.65636
H -1.07761 0.94930 6.66989
H -2.57538 0.16315 6.23187
H 2.14572 -1.00586 6.37148
H 2.25427 0.72770 6.36508
H 0.73001 -0.04577 6.78373
H 2.29310 -1.04584 3.17306
H 2.39264 0.73024 3.16783
H 3.23510 -0.20387 4.46218
*
```



Here is 3 unconnected molecules or ions with the total composition C14H35ClN2O from the OMol25 dataset. Energies are from ωB97M-V with the def2-TZVPD basis set.

Summary:
LUMO energy	0.00	eV
Kohn-Sham gap	7.4	eV
HOMO energy	-7.394	eV

```
! wB97M-V def2-TZVPD RIJCOSX def2/J DEFGRID3
* xyz 0 1
C 4.98741 0.75221 -4.17385
C 3.68373 1.11317 -3.70022
N 3.06311 0.23809 -2.54957
C 2.96318 -1.26042 -2.95383
C 3.96356 0.20442 -1.30701
C 4.07985 1.50472 -0.56141
C 1.67493 0.67708 -2.24084
C 0.54574 0.46393 -3.39196
O -0.59647 1.14486 -2.74189
C -1.34661 0.17297 -1.94340
H 5.09915 -0.01528 -4.79753
H 5.76235 0.74372 -3.31277
H 5.25050 1.39745 -4.99178
H 3.24738 1.05507 -4.51798
H 3.76053 2.12823 -3.22923
H 3.92878 -1.71398 -3.36362
H 2.20195 -1.23772 -3.91030
H 2.53130 -2.06587 -2.35840
H 4.87648 -0.21033 -1.84600
H 3.62000 -0.54796 -0.56408
H 4.96264 2.11822 -0.83252
H 4.27688 1.27315 0.55808
H 3.23798 2.20059 -0.54936
H 1.77836 1.79642 -1.84838
H 1.44821 0.14138 -1.53178
H 0.51636 -0.61868 -3.36158
H 0.74076 0.92683 -4.22276
H -2.10630 0.54654 -1.44259
H -0.84209 -0.26399 -1.16348
H -1.67859 -0.67319 -2.51671
Cl 0.78231 -2.41751 -0.23151
C -2.71742 -0.75079 1.16904
C -2.73326 -0.92041 2.67284
N -3.62037 -0.01084 3.43908
C -5.04594 -0.55049 3.40119
C -5.15579 -1.89537 3.92654
C -3.18062 0.31767 4.80237
C -2.03854 1.34751 4.85435
H -3.50282 -1.06383 0.54881
H -1.80287 -1.32055 0.62444
H -2.76186 0.28198 0.89487
H -1.83722 -0.76082 2.94405
H -2.77991 -1.94660 2.61404
H -5.43359 -0.52617 2.37662
H -5.76866 0.20393 3.86275
H -6.29659 -2.17269 4.24431
H -4.63544 -2.24487 4.90774
H -4.95006 -2.78596 3.26130
H -2.94776 -0.59984 5.54763
H -3.85741 0.90667 5.22455
H -2.23575 2.20506 3.92473
H -1.09342 0.80725 4.42223
H -2.01806 1.90507 5.93479
*
```



Here is a molecular structure, C14H35CrNP2S2 from the OMol25 dataset. Energies are from ωB97M-V with the def2-TZVPD basis set.

Summary:
LUMO energy (spin up / spin down)	-12.18 / -11.88	eV
Kohn-Sham gap (spin up / spin down)	6.5 / 7.0	eV
HOMO energy (spin up / spin down)	-18.712 / -18.904	eV
expectation value of S²	3.99

```
! wB97M-V def2-TZVPD RIJCOSX def2/J DEFGRID3
* xyz 3 4
Cr 0.71479 -0.01635 -0.26382
S -0.36743 2.20891 -0.26388
S -0.13478 -2.25334 -0.34270
C -2.20490 2.36488 -0.43654
C -0.02097 2.44414 -2.04998
C -0.64439 1.31160 -2.86638
N 0.02839 0.06223 -2.42306
C -0.57828 -1.20597 -2.90060
C 0.07399 -2.38562 -2.16708
H 1.07769 2.51116 -2.15017
H -0.47205 3.40817 -2.30794
H -0.41751 1.50016 -3.93450
H -1.74156 1.23878 -2.76611
H -0.37852 -1.33907 -3.98215
H -1.66934 -1.20567 -2.76485
H 1.15628 -2.47411 -2.35027
H -0.42338 -3.33102 -2.42835
C -1.97557 -2.42028 -0.35898
H 0.91062 0.10016 -2.98284
H -2.48613 -1.45630 -0.44273
H -2.26692 -2.93761 0.56039
H -2.22787 -3.05179 -1.21685
H -2.56937 2.83065 0.48690
H -2.67049 1.38531 -0.59310
H -2.40480 3.03174 -1.28590
C 2.37330 -0.11689 -1.40077
C 3.25176 -0.45576 -0.29566
H 2.44618 0.90470 -1.82512
H 2.31240 -0.93482 -2.14319
H 4.23382 0.07802 -0.31054
H 3.45257 -1.52614 -0.19399
C -1.06228 -1.77393 2.99094
P -1.12316 -0.20214 2.05058
C -2.91441 0.12336 2.02222
C -0.59618 0.96568 3.40428
C 0.92072 0.89157 3.54062
P 1.71786 0.33987 1.91048
C 2.77114 1.82679 1.65838
C 2.69472 -1.06202 2.57460
H -1.66111 -2.53164 2.47748
H -1.48849 -1.60460 3.98862
H -0.03858 -2.14326 3.09545
H -3.31870 -0.05174 3.02766
H -3.11138 1.16021 1.72718
H -3.39476 -0.56011 1.31247
H -0.91830 1.99324 3.17025
H -1.09784 0.66543 4.33966
H 1.34992 1.86718 3.81059
H 1.24224 0.21539 4.35540
H 3.60798 1.83437 2.36303
H 3.16911 1.83967 0.63861
H 2.15684 2.72229 1.79044
H 2.96475 -0.88447 3.62418
H 2.10454 -1.98678 2.52015
H 3.58771 -1.16445 1.94769
*
```



> Number 3 is which compound?

C14H35CrNP2S2